Record 1
Entry from OMol25: 8 unconnected molecules or ions with the total composition C38H98N6O12 in a non-equilibrium geometry (ωB97M-V/def2-TZVPD).

F_max in hartree/bohr: 0.073
Total energy in hartree: -2737.543890
SMILES: COC[C@H](C)N.COC[C@H](C)N.COCCNCCOC.COCCNCCOC.COCCNCCOC.COCCNCCOC.CC(C)O.CC(C)O

Atoms and positions in Å:
C -0.574 10.022 5.612
O -1.821 9.474 6.055
C -2.463 8.349 5.390
C -3.857 8.678 5.079
N -4.666 7.606 4.666
C -4.194 6.843 3.543
C -5.353 6.088 2.780
O -5.725 4.914 3.532
C -6.921 4.329 3.151
H -0.538 10.377 4.582
H 0.186 9.254 5.759
H -0.308 10.866 6.247
H -2.288 7.495 6.044
H -1.929 8.325 4.440
H -3.655 9.431 4.318
H -4.441 9.155 5.866
H -5.643 7.838 4.557
H -3.382 6.145 3.743
H -3.797 7.572 2.837
H -5.107 5.717 1.784
H -6.207 6.765 2.797
H -7.140 4.304 2.084
H -7.716 4.966 3.539
H -7.052 3.346 3.602
C -8.544 -12.045 1.766
O -7.377 -12.808 1.914
C -6.889 -12.744 3.260
C -6.095 -11.396 3.364
N -5.034 -11.471 4.328
C -5.418 -10.831 5.575
C -5.634 -9.279 5.561
O -4.379 -8.701 5.303
C -4.435 -7.261 5.016
H -8.863 -12.379 0.779
H -8.270 -10.990 1.759
H -9.287 -12.323 2.513
H -6.147 -13.541 3.318
H -7.655 -13.012 3.988
H -6.708 -10.496 3.324
H -5.578 -11.364 2.405
H -4.324 -10.869 3.937
H -4.711 -11.123 6.352
H -6.332 -11.326 5.902
H -6.107 -9.129 6.532
H -6.313 -8.871 4.812
H -3.617 -6.751 5.525
H -5.355 -6.736 5.274
H -4.398 -7.106 3.937
C 3.670 -3.091 -12.178
O 4.834 -3.257 -13.005
C 6.056 -2.805 -12.487
C 6.027 -1.408 -11.839
N 5.689 -1.346 -10.452
C 4.642 -0.358 -10.075
C 3.989 -0.818 -8.734
O 3.237 -1.978 -8.866
C 2.205 -2.165 -7.834
H 2.879 -3.478 -12.820
H 3.487 -2.034 -11.986
H 3.655 -3.690 -11.268
H 6.725 -2.748 -13.346
H 6.400 -3.466 -11.692
H 5.438 -0.656 -12.364
H 7.049 -1.068 -12.010
H 5.252 -2.204 -10.146
H 3.814 -0.154 -10.754
H 5.091 0.605 -9.833
H 3.329 -0.038 -8.356
H 4.756 -1.027 -7.988
H 2.737 -2.182 -6.882
H 1.741 -3.099 -8.151
H 1.467 -1.392 -7.619
C 7.954 7.819 -4.038
O 6.962 6.767 -4.345
C 7.205 5.705 -3.431
C 6.214 4.518 -3.779
N 4.876 4.712 -3.217
C 4.115 5.689 -3.978
C 2.630 5.751 -3.611
O 1.787 6.502 -4.451
C 1.294 7.672 -3.760
H 7.635 8.680 -4.625
H 8.935 7.750 -4.506
H 7.932 8.309 -3.064
H 7.346 5.992 -2.389
H 8.137 5.262 -3.784
H 6.534 3.568 -3.351
H 6.130 4.294 -4.842
H 4.995 5.141 -2.310
H 4.309 5.513 -5.036
H 4.431 6.695 -3.702
H 2.449 5.978 -2.560
H 2.439 4.696 -3.804
H 0.894 8.321 -4.539
H 2.113 8.128 -3.204
H 0.521 7.479 -3.016
C -2.358 0.420 0.103
C -1.385 1.033 1.110
C -1.545 0.718 2.641
O -0.470 1.377 3.338
C -0.572 1.324 4.774
N -0.144 0.425 0.642
H -2.255 -0.664 0.049
H -2.032 0.803 -0.864
H -3.423 0.540 0.304
H -1.404 2.117 1.003
H -1.641 -0.350 2.836
H -2.487 1.074 3.057
H 0.449 1.503 5.111
H -0.968 0.387 5.165
H -1.152 2.095 5.282
H 0.550 0.866 1.228
H 0.151 0.751 -0.267
C 3.573 -4.892 5.060
C 3.429 -3.709 4.114
C 4.566 -2.716 4.177
O 5.881 -3.098 3.607
C 6.822 -2.085 3.869
N 3.225 -4.162 2.743
H 3.523 -4.678 6.127
H 4.531 -5.392 4.921
H 2.813 -5.673 5.050
H 2.521 -3.202 4.440
H 4.689 -2.474 5.232
H 4.256 -1.835 3.614
H 7.260 -2.341 4.833
H 6.593 -1.046 3.628
H 7.621 -2.319 3.165
H 2.771 -3.418 2.234
H 4.216 -4.117 2.552
C -6.847 -6.193 -0.832
C -7.777 -5.767 0.327
C -7.577 -4.278 0.772
O -9.106 -5.942 -0.153
H -7.142 -7.157 -1.247
H -5.867 -6.360 -0.386
H -6.764 -5.610 -1.749
H -7.828 -6.427 1.193
H -7.652 -3.568 -0.052
H -6.536 -4.188 1.080
H -8.393 -4.049 1.458
H -9.749 -5.367 0.270
C 5.277 5.862 3.961
C 4.044 6.143 3.095
C 4.315 7.240 2.057
O 3.833 4.983 2.350
H 6.217 5.771 3.418
H 5.106 5.009 4.617
H 5.491 6.754 4.550
H 3.132 6.233 3.685
H 4.669 8.027 2.723
H 3.478 7.619 1.470
H 5.115 6.947 1.377
H 3.007 4.663 2.720

Here are the Mulliken charges for atoms 1 to 8, given in e: number 1, C, carries -0.68; number 2, O, carries -0.39; number 3, C, carries -0.41; number 4, C, carries -0.69; number 5, N, carries -0.24; number 6, C, carries -0.53; number 7, C, carries -0.67; number 8, O, carries -0.29

***

Record 2
Entry from OMol25: 2 unconnected molecules or ions with the total composition C3H10N2O2 in a non-equilibrium geometry (ωB97M-V/def2-TZVPD).

F_max in hartree/bohr: 0.034
Total energy in hartree: -380.258737
Charge: -1
2S+1: 2

Atoms and positions in Å:
N -1.559 1.455 0.945
C -0.237 0.781 0.609
C 0.715 1.707 -0.117
C -0.467 -0.507 -0.108
N -1.329 -1.431 0.504
O -0.139 -0.618 -1.354
H -2.179 1.383 0.157
H -1.363 2.431 1.182
H 0.137 0.573 1.639
H 0.211 2.067 -1.007
H 1.607 1.146 -0.357
H 0.974 2.547 0.534
H -1.586 -2.233 -0.042
H -1.827 -1.107 1.313
H 2.653 -1.527 -1.475
H 2.001 -0.829 -0.324
O 2.677 -1.476 -0.542

Here are the Mulliken charges for atoms 1 to 8, given in e: number 1, N, carries -0.72; number 2, C, carries 0.27; number 3, C, carries -1.18; number 4, C, carries 0.02; number 5, N, carries -0.43; number 6, O, carries -0.74; number 7, H, carries 0.29; number 8, H, carries 0.39

***

Record 3
Entry from OMol25: 2 unconnected molecules or ions with the total composition C6H16N3O2 in a non-equilibrium geometry (ωB97M-V/def2-TZVPD).

F_max in hartree/bohr: 0.020
Total energy in hartree: -552.753239
Charge: +1

Atoms and positions in Å:
C 1.746 0.497 1.242
N 1.070 1.518 0.710
N 2.810 0.734 2.002
N 1.348 -0.758 1.006
C 3.311 2.069 2.309
H 1.372 2.479 0.888
H 0.251 1.339 0.124
H 3.304 -0.072 2.394
H 1.863 -1.543 1.413
H 0.528 -0.934 0.420
H 4.199 1.965 2.956
H 2.555 2.669 2.843
H 3.605 2.608 1.393
O -2.957 -1.709 -2.068
O -1.038 -0.087 -0.746
C -1.617 -1.606 -2.537
C -1.016 -0.268 -2.158
C -2.978 -1.528 -0.656
C -2.378 -0.190 -0.278
H -1.004 -2.427 -2.117
H -1.646 -1.736 -3.636
H -1.574 0.550 -2.654
H 0.041 -0.197 -2.479
H -2.421 -2.346 -0.160
H -4.035 -1.599 -0.336
H -2.348 -0.059 0.821
H -2.991 0.631 -0.697

Here are the Mulliken charges for atoms 1 to 8, given in e: number 1, C, carries 0.66; number 2, N, carries -0.27; number 3, N, carries -0.16; number 4, N, carries -0.32; number 5, C, carries -0.98; number 6, H, carries 0.19; number 7, H, carries 0.30; number 8, H, carries 0.23